Record 1
# C49H55AsGeN4O3PtS3

C49H55AsGeN4O3PtS3 as an isolated structure (wB97M-V/def2-TZVPD, OMol25).

Output
LUMO energy   -5.856 eV
Spin multiplicity   1
Largest force on an atom   0.68 eV Å⁻¹
HOMO-LUMO gap   6.55 eV
Energy above the lowest of the compared OMol25 structures with the same formula, charge and spin   0.0 kJ/mol
Net charge   +2

The geometry in XYZ format:
```
117
Properties=species:S:1:pos:R:3:forces:R:3
Pt -0.482 -0.444 0.110 -0.14 -0.14 0.04
O 1.475 -4.633 2.992 0.02 -0.04 0.01
C 1.944 -4.833 1.752 0.00 0.02 0.00
C 2.706 -5.984 1.546 0.01 -0.01 -0.01
C 3.241 -6.257 0.308 0.00 -0.01 0.01
C 3.035 -5.388 -0.765 0.00 0.03 -0.03
C 2.274 -4.260 -0.575 -0.02 0.05 -0.01
C 1.706 -3.960 0.673 -0.01 0.01 -0.01
C 0.887 -2.756 0.820 0.21 -0.08 0.08
O 0.568 -2.087 -0.267 -0.13 0.05 0.02
N 0.526 -2.361 2.006 -0.05 0.07 -0.07
N -0.251 -1.204 1.986 0.03 -0.04 0.01
C -0.858 -0.941 3.102 -0.03 0.01 -0.02
S -0.687 -1.991 4.467 0.02 0.01 0.01
C -1.943 -1.143 5.466 -0.01 0.00 0.01
C -1.915 0.327 5.105 0.01 -0.02 -0.02
S -1.864 0.453 3.295 -0.03 0.02 0.07
H 0.999 -3.784 3.017 -0.01 0.02 -0.01
H 2.865 -6.644 2.388 0.00 0.00 0.00
H 3.833 -7.152 0.171 0.00 0.00 0.00
H 3.470 -5.601 -1.731 0.00 0.00 -0.01
H 2.117 -3.568 -1.392 -0.04 -0.07 0.01
H -1.688 -1.302 6.513 0.01 -0.01 0.00
H -2.914 -1.593 5.263 0.00 0.00 0.00
H -1.028 0.822 5.503 -0.03 -0.01 -0.01
H -2.809 0.850 5.443 -0.01 -0.01 0.00
Ge 1.643 0.750 1.111 -0.10 0.10 -0.24
C 1.663 0.962 3.020 -0.02 -0.12 -0.03
C 2.363 0.015 3.768 0.04 -0.02 0.01
C 2.506 0.173 5.140 0.00 0.03 0.01
C 1.940 1.271 5.771 -0.01 0.00 -0.02
C 1.221 2.209 5.035 0.02 -0.01 0.00
C 1.082 2.055 3.664 -0.04 0.03 0.02
C 1.880 2.436 0.207 -0.01 0.04 0.13
C 1.640 2.670 -1.143 -0.07 -0.12 -0.15
C 2.014 3.871 -1.724 -0.02 0.00 0.01
C 2.618 4.862 -0.960 0.00 -0.01 0.03
C 2.852 4.646 0.388 0.00 0.00 -0.04
C 2.489 3.438 0.969 0.05 0.02 0.00
H 2.533 -0.403 0.647 -0.02 -0.03 0.00
H 2.808 -0.847 3.284 0.00 0.00 0.00
H 3.063 -0.557 5.712 0.00 0.00 0.00
H 2.063 1.403 6.838 0.00 0.00 0.01
H 0.784 3.066 5.530 0.00 0.00 0.00
H 0.524 2.792 3.097 0.02 0.00 -0.01
H 1.152 1.911 -1.748 0.01 0.02 0.01
H 1.849 4.036 -2.780 0.00 0.02 -0.01
H 2.913 5.796 -1.421 0.00 0.00 0.01
H 3.331 5.407 0.989 0.00 0.00 0.00
H 2.711 3.279 2.016 -0.02 0.00 -0.01
C 3.856 0.199 -2.455 -0.04 -0.02 -0.04
C 4.143 -0.613 -3.714 -0.04 -0.02 0.00
C 3.333 -1.904 -3.821 0.03 -0.01 0.11
C 1.850 -1.794 -4.159 -0.08 -0.09 -0.04
N 0.964 -1.302 -3.088 0.19 0.29 0.15
C 0.071 -0.335 -3.147 -0.23 -0.42 -0.48
S -1.321 -0.355 -2.058 0.42 0.37 0.06
N -0.002 0.610 -4.072 -0.08 0.08 0.07
C 0.967 1.155 -5.033 -0.12 -0.19 -0.12
C 0.785 2.670 -5.120 -0.06 -0.01 -0.08
C -0.323 3.118 -6.079 0.00 0.00 0.01
C -1.721 2.593 -5.748 0.00 0.02 -0.01
H 4.438 1.120 -2.425 0.02 0.00 -0.02
H 4.104 -0.381 -1.563 0.00 -0.02 0.02
H 2.803 0.471 -2.383 -0.03 0.04 0.02
H 5.200 -0.881 -3.726 0.00 0.00 -0.01
H 3.990 -0.005 -4.612 -0.03 0.01 0.01
H 3.447 -2.484 -2.898 0.00 0.03 -0.03
H 3.756 -2.526 -4.614 0.03 0.01 0.01
H 1.487 -2.798 -4.387 -0.03 0.02 -0.05
H 1.680 -1.191 -5.046 0.06 -0.04 -0.01
H 0.865 -1.894 -2.269 0.07 -0.02 0.01
H -0.872 1.123 -4.033 0.07 0.11 0.12
H 0.781 0.717 -6.019 0.11 -0.07 0.02
H 1.968 0.869 -4.716 -0.01 0.16 0.07
H 1.734 3.109 -5.431 -0.01 0.02 -0.02
H 0.563 3.055 -4.121 0.04 -0.01 0.10
H -0.055 2.818 -7.096 -0.01 0.00 0.00
H -0.345 4.210 -6.083 0.02 -0.02 0.01
H -1.810 1.517 -5.921 0.00 0.00 0.01
H -2.471 3.068 -6.380 0.04 -0.02 0.00
H -2.002 2.813 -4.710 0.03 -0.01 -0.03
O -1.412 1.332 0.419 -0.03 0.04 0.42
As -3.022 1.774 0.073 0.03 0.13 -0.20
C -2.952 3.105 -1.297 -0.07 -0.12 -0.02
C -4.122 3.586 -1.880 -0.03 0.01 0.05
C -4.047 4.618 -2.803 -0.01 -0.01 0.02
C -2.816 5.176 -3.122 0.01 0.01 0.00
C -1.656 4.699 -2.528 0.01 -0.01 -0.01
C -1.719 3.653 -1.617 0.04 0.02 -0.01
C -4.101 0.291 -0.423 0.03 0.00 -0.05
C -4.361 -0.698 0.524 0.01 -0.02 0.04
C -5.093 -1.816 0.155 0.00 0.01 -0.01
C -5.561 -1.939 -1.147 0.00 0.01 -0.02
C -5.296 -0.952 -2.089 0.00 -0.02 0.03
C -4.556 0.164 -1.733 -0.07 0.02 0.00
C -3.710 2.620 1.635 0.03 0.00 0.00
C -4.976 2.324 2.123 -0.01 0.00 0.02
C -5.437 2.982 3.257 0.01 -0.01 -0.02
C -4.637 3.925 3.885 0.00 0.01 0.00
C -3.375 4.226 3.383 0.00 0.00 0.00
C -2.907 3.577 2.253 -0.01 -0.01 0.01
H -5.088 3.173 -1.613 0.00 0.00 0.00
H -4.951 4.997 -3.261 0.00 0.00 0.00
H -2.765 5.994 -3.829 0.00 0.00 0.00
H -0.699 5.146 -2.764 0.02 0.01 0.00
H -0.824 3.275 -1.145 0.06 0.00 0.03
H -4.001 -0.596 1.542 0.00 0.01 -0.01
H -5.302 -2.588 0.883 0.00 0.00 0.00
H -6.136 -2.810 -1.431 0.00 0.00 0.00
H -5.662 -1.055 -3.101 0.00 -0.01 0.00
H -4.330 0.924 -2.472 -0.01 -0.04 0.03
H -5.603 1.591 1.631 0.00 -0.01 0.00
H -6.424 2.762 3.642 0.00 0.00 0.00
H -5.003 4.439 4.763 0.00 0.00 0.00
H -2.764 4.977 3.867 0.00 0.00 0.00
H -1.925 3.810 1.856 -0.01 0.00 0.00
```
Positions in Å, forces in eV/Å.

---

Record 2
# C49H55BNO4P

A 7-piece molecular cluster, C49H55BNO4P overall (wB97M-V/def2-TZVPD, OMol25).

Output
LUMO energy   -1.289 eV
Spin multiplicity   1
Largest force on an atom   2.17 eV Å⁻¹
HOMO-LUMO gap   6.85 eV
Energy above the lowest of the compared OMol25 structures with the same formula, charge and spin   25.1 kJ/mol
SMILES   [H]/N=C(\C)CC1=C(P(C)CC)C(=O)C(B(O)OC)=CC1=O.c1ccccc1.c1ccccc1.c1ccccc1.c1ccccc1.c1ccccc1.c1ccccc1

The geometry in XYZ format:
```
111
Properties=species:S:1:pos:R:3:forces:R:3
C -1.464 1.902 -0.624 0.21 -0.22 -0.37
C -1.996 2.195 -2.041 -0.96 -0.34 0.42
P -2.300 0.568 -2.920 1.44 0.01 -0.65
C -3.664 0.856 -4.132 -0.86 0.43 0.52
C -2.823 -0.569 -1.542 -1.13 0.93 -0.60
C -2.043 -1.558 -1.096 0.02 -0.13 0.07
C -0.669 -1.897 -1.667 0.51 -0.79 0.41
C 0.495 -1.958 -0.651 -0.03 -0.25 0.33
C 0.858 -3.208 0.155 -0.63 -0.50 -0.54
N 1.209 -0.922 -0.512 0.05 0.33 -0.09
C -2.616 -2.402 0.018 -1.25 0.84 -0.27
O -1.990 -3.270 0.536 1.37 -1.47 0.68
C -4.031 -2.216 0.503 0.35 0.02 -0.21
C -4.812 -1.247 0.056 0.12 0.37 -0.48
B -6.307 -1.138 0.589 -0.73 -0.08 -0.04
O -7.141 -2.249 0.378 0.89 0.15 0.61
O -6.836 -0.056 1.255 0.12 0.03 -0.66
C -7.450 0.884 0.336 0.51 0.45 0.08
C -4.199 -0.310 -0.957 0.63 -1.71 1.09
O -4.828 0.645 -1.282 -0.87 1.82 -0.81
H -0.708 1.099 -0.663 0.07 0.46 0.14
H -2.271 1.517 0.014 0.14 0.30 -0.08
H -1.055 2.817 -0.180 0.00 -0.31 0.03
H -2.960 2.709 -1.902 0.33 0.14 -0.37
H -1.298 2.808 -2.644 -0.42 -0.40 0.33
H -4.549 1.355 -3.707 0.24 -0.27 0.00
H -3.990 -0.078 -4.607 0.24 0.15 0.15
H -3.298 1.531 -4.918 0.24 -0.34 0.23
H -0.366 -1.195 -2.449 -0.33 0.08 0.35
H -0.710 -2.884 -2.163 -0.23 0.18 0.28
H 1.849 -3.582 -0.137 -0.16 0.27 0.07
H 0.863 -2.976 1.228 -0.01 -0.03 -0.28
H 0.137 -4.015 -0.015 0.28 0.20 0.16
H 1.943 -1.140 0.168 0.00 0.33 -0.07
H -4.415 -2.918 1.243 0.54 -0.14 -0.15
H -7.076 -2.829 1.153 -0.42 -0.07 -0.35
H -7.626 0.418 -0.645 -0.10 0.22 0.27
H -8.386 1.280 0.743 0.15 -0.39 0.07
H -6.740 1.713 0.213 -0.30 -0.17 -0.17
C 3.238 -6.401 -3.071 -0.01 -0.01 0.00
C 2.700 -5.190 -2.658 0.02 0.04 0.02
C 3.532 -4.097 -2.443 -0.03 -0.01 -0.01
C 4.899 -4.214 -2.651 0.01 0.00 0.01
C 5.436 -5.425 -3.068 0.00 -0.01 0.01
C 4.607 -6.519 -3.274 0.02 0.00 0.00
H 2.591 -7.254 -3.236 0.01 0.02 0.00
H 1.632 -5.097 -2.502 0.02 -0.01 0.01
H 3.113 -3.153 -2.114 0.01 0.01 -0.05
H 5.546 -3.361 -2.488 -0.01 -0.01 0.00
H 6.503 -5.515 -3.231 -0.02 0.00 0.01
H 5.028 -7.465 -3.594 -0.02 0.02 -0.02
C 1.879 2.268 2.702 -0.02 -0.01 0.00
C 2.046 2.134 4.075 -0.01 0.02 0.00
C 1.324 1.175 4.773 0.00 0.00 0.00
C 0.442 0.343 4.097 -0.01 -0.02 0.00
C 0.278 0.475 2.724 0.09 -0.03 0.02
C 0.993 1.439 2.026 -0.04 -0.03 -0.01
H 2.440 3.018 2.159 -0.01 -0.01 0.01
H 2.739 2.779 4.601 -0.02 -0.01 -0.01
H 1.450 1.075 5.844 0.00 0.00 -0.02
H -0.118 -0.409 4.640 0.00 0.02 -0.01
H -0.411 -0.176 2.195 0.04 0.00 -0.03
H 0.852 1.534 0.957 0.08 0.00 0.01
C -2.922 1.967 3.285 -0.12 -0.03 -0.05
C -4.226 1.642 2.932 0.06 -0.01 -0.01
C -5.277 2.464 3.316 -0.03 0.03 -0.01
C -5.021 3.619 4.046 0.02 -0.02 -0.01
C -3.717 3.945 4.395 -0.02 -0.02 0.01
C -2.667 3.118 4.018 0.03 0.05 0.02
H -2.105 1.325 2.989 0.00 0.03 0.01
H -4.426 0.744 2.357 -0.04 0.04 0.02
H -6.293 2.206 3.046 0.03 -0.03 -0.01
H -5.839 4.264 4.342 0.02 -0.01 0.00
H -3.519 4.847 4.962 -0.04 -0.01 -0.01
H -1.650 3.369 4.295 0.00 -0.03 -0.02
C 1.583 4.073 -2.934 -0.05 -0.09 0.03
C 0.872 4.546 -4.030 0.01 0.04 0.02
C 1.103 5.831 -4.503 0.01 0.00 0.00
C 2.049 6.638 -3.887 -0.01 -0.01 0.00
C 2.762 6.163 -2.793 0.00 0.01 0.00
C 2.525 4.882 -2.314 0.00 0.02 -0.01
H 1.400 3.071 -2.563 0.01 0.01 -0.01
H 0.139 3.913 -4.515 0.02 0.01 0.01
H 0.545 6.203 -5.354 0.02 -0.01 0.01
H 2.232 7.639 -4.259 0.00 -0.02 0.01
H 3.501 6.793 -2.314 -0.02 -0.01 -0.01
H 3.076 4.513 -1.458 0.00 0.00 -0.02
C 7.729 -11.733 -5.047 0.00 0.01 -0.01
C 7.092 -11.196 -3.937 -0.01 -0.01 0.01
C 7.154 -9.831 -3.693 0.00 0.03 -0.03
C 7.847 -9.000 -4.565 -0.03 -0.03 0.03
C 8.481 -9.538 -5.678 0.01 0.02 -0.01
C 8.425 -10.904 -5.917 -0.01 0.00 0.01
H 7.682 -12.798 -5.236 0.00 0.02 0.00
H 6.546 -11.842 -3.260 0.02 0.01 -0.01
H 6.663 -9.413 -2.823 0.01 -0.01 -0.01
H 7.893 -7.934 -4.378 0.01 -0.02 0.00
H 9.020 -8.891 -6.359 -0.01 -0.01 0.02
H 8.924 -11.324 -6.781 -0.01 0.01 0.01
C -1.531 6.892 5.821 0.01 0.00 0.01
C -2.198 6.800 7.035 0.00 -0.02 0.00
C -2.085 7.822 7.968 0.00 0.01 -0.01
C -1.313 8.940 7.682 0.00 -0.01 0.00
C -0.648 9.033 6.467 0.01 0.00 0.00
C -0.754 8.007 5.537 -0.01 0.01 0.00
H -1.615 6.093 5.094 0.03 0.02 0.00
H -2.806 5.931 7.255 0.02 0.01 0.00
H -2.601 7.748 8.917 0.00 0.00 -0.02
H -1.228 9.740 8.408 0.00 -0.01 -0.01
H -0.047 9.906 6.244 -0.01 -0.02 0.01
H -0.231 8.077 4.591 -0.02 0.00 0.01
```
Positions in Å, forces in eV/Å.